[1]
The following is a DFT calculation (ωB97M-V with the def2-TZVPD basis set) of the molecule C4H6N2 at a distorted geometry.

Geometry as XYZ:
```
12
Properties=species:S:1:pos:R:3:mulliken_charge:R:1
H 0.3067 1.8955 -0.5011 0.335
H -2.1477 0.7064 0.6247 0.304
N 1.9537 0.4490 -0.3154 -0.491
H -2.2607 -0.2461 -0.8536 0.253
N 0.4223 -1.2788 -0.1809 -0.579
H 0.9136 1.2768 1.0471 0.233
C 0.6542 0.9956 0.0269 -0.256
H -2.1233 -1.0655 0.6970 0.316
C 1.7576 -0.8114 -0.2985 -0.153
C -1.7783 -0.1968 0.1307 -1.009
H 2.5746 -1.5170 -0.3692 0.398
C -0.2727 -0.2076 -0.0077 0.648
```

HOMO-LUMO gap	10.94	eV
calculated total energy	-265.503731	hartree
energy above the lowest of the compared OMol25 structures with the same formula, charge and spin	0.8664	eV

=====

[2]
The following is a DFT calculation (ωB97M-V with the def2-TZVPD basis set) of the molecule C4H6N2.

Geometry as XYZ:
```
12
Properties=species:S:1:pos:R:3:mulliken_charge:R:1
H -2.0625 1.4711 -0.4373 0.249
C -0.0239 1.2325 -1.1290 -0.252
H -0.2698 -1.9746 1.0515 0.349
H 0.9710 0.2634 1.6250 0.404
H -0.2035 1.7039 -2.0878 0.422
N -1.1264 1.1046 -0.2665 0.346
N -0.9382 0.4762 0.8066 -0.598
C 1.0845 0.6519 -0.5639 -0.711
C 0.4750 0.0596 0.6689 0.332
C 0.4495 -1.4693 0.4048 -1.148
H 1.4508 -1.8676 0.5703 0.299
H 0.1935 -1.6517 -0.6428 0.309
```

HOMO-LUMO gap	7.88	eV
calculated total energy	-265.379803	hartree
energy above the lowest of the compared OMol25 structures with the same formula, charge and spin	4.2387	eV

=====

[3]
The following is a DFT calculation (ωB97M-V with the def2-TZVPD basis set) of the molecule C4H6N2 at a distorted geometry.

Geometry as XYZ:
```
12
Properties=species:S:1:pos:R:3:mulliken_charge:R:1
H 0.0676 -0.7702 -1.2842 0.279
C 2.4831 -0.0847 -0.9304 0.352
C -1.3234 0.7313 0.2645 -1.033
C 1.6224 -0.6248 0.0689 -0.360
N 0.3937 -0.8350 -0.3135 -0.107
C -0.6168 -0.5491 0.7053 -0.396
N 3.1511 0.7235 -1.4394 -0.408
H -1.2868 -1.3921 0.8749 0.316
H -2.0797 0.5324 -0.5013 0.324
H -0.5910 1.4322 -0.1599 0.330
H -1.8037 1.2156 1.1152 0.311
H -0.0164 -0.3791 1.5999 0.392
```

HOMO-LUMO gap	9.07	eV
calculated total energy	-265.428585	hartree
energy above the lowest of the compared OMol25 structures with the same formula, charge and spin	2.9113	eV

=====

[4]
The following is a DFT calculation (ωB97M-V with the def2-TZVPD basis set) of the molecule C4H6N2 at a distorted geometry.

Geometry as XYZ:
```
12
Properties=species:S:1:pos:R:3:mulliken_charge:R:1
C 0.2224 -0.3373 0.6810 0.143
C -1.8482 0.3721 -0.4585 0.525
H -2.2314 0.5503 -2.2156 0.274
C -0.8688 0.6457 0.3690 -0.880
H 1.3982 -0.0901 -1.2271 0.237
C 1.3563 -0.5873 -0.2564 -0.359
N -2.6808 0.2367 -1.3646 -0.607
H 1.8155 -1.5761 -0.2221 0.264
H -0.8209 1.6595 0.7604 0.359
H 2.0067 -0.1915 1.6631 0.242
N 1.5233 0.2860 0.9098 -0.578
H -0.0645 -1.1739 1.3217 0.380
```

HOMO-LUMO gap	9.85	eV
calculated total energy	-265.431879	hartree
energy above the lowest of the compared OMol25 structures with the same formula, charge and spin	2.8216	eV

=====

[5]
The following is a DFT calculation (ωB97M-V with the def2-TZVPD basis set) of the molecule C4H6N2 at a distorted geometry.

Geometry as XYZ:
```
12
Properties=species:S:1:pos:R:3:mulliken_charge:R:1
N -0.4266 0.7283 -1.0036 -0.575
C 0.3639 0.0997 0.9828 -0.521
H 0.7885 -0.4073 1.8312 0.390
C 0.1311 -1.7227 -0.7927 -1.074
H -0.3169 1.8259 1.8533 0.257
H -0.4982 -1.7392 -1.6847 0.322
N 0.1200 1.4651 1.0121 -0.196
C -0.4109 1.7563 -0.2293 -0.151
H -0.2071 -2.5039 -0.1337 0.319
C 0.0442 -0.3360 -0.2572 0.585
H 1.1369 -1.9330 -1.1560 0.247
H -0.7250 2.7670 -0.4221 0.397
```

HOMO-LUMO gap	9.73	eV
calculated total energy	-265.525134	hartree
energy above the lowest of the compared OMol25 structures with the same formula, charge and spin	0.2840	eV

=====

[6]
The following is a DFT calculation (ωB97M-V with the def2-TZVPD basis set) of a cluster of 2 separate species, C4H6N2 in total at a distorted geometry.

Geometry as XYZ:
```
12
Properties=species:S:1:pos:R:3:mulliken_charge:R:1
H 1.7930 -0.8849 2.5081 0.211
N 0.1596 -0.5909 -0.3225 -0.107
C 1.5574 0.0640 1.7551 -1.007
C -0.5697 -0.4310 -3.9130 0.102
H -0.5867 -0.5585 1.5944 0.435
N -0.5393 -1.4208 -4.4840 -0.333
H 0.2598 -1.3342 -0.9295 0.205
H 1.4442 0.8240 2.4028 0.302
C -0.0954 0.7008 -0.1089 -0.459
C 0.2188 -0.2194 1.0780 0.089
H -0.5613 0.2688 -3.1333 0.242
H 2.2900 0.1970 0.9452 0.319
```

HOMO-LUMO gap	10.37	eV
calculated total energy	-265.347492	hartree
energy above the lowest of the compared OMol25 structures with the same formula, charge and spin	5.1179	eV

=====

[7]
The following is a DFT calculation (ωB97M-V with the def2-TZVPD basis set) of the molecule C4H6N2.

Geometry as XYZ:
```
12
Properties=species:S:1:pos:R:3:mulliken_charge:R:1
H 1.9429 2.3423 0.0563 0.244
H 1.2543 -2.6982 0.7545 0.236
N 1.6110 1.3777 0.0548 -0.575
H -2.2022 0.5701 0.9265 0.260
H -2.2459 0.5952 -0.7174 0.265
H 0.8885 -2.7070 -1.0657 0.231
C 0.1954 -1.0676 -0.0256 0.557
C 0.8177 -2.2042 -0.1088 -0.734
H -0.2948 2.2532 0.0025 0.354
C 0.3396 1.3515 0.0142 -0.148
N -1.8702 0.1018 0.0884 -0.616
C -0.4365 0.0853 0.0201 -0.073
```

HOMO-LUMO gap	10.13	eV
calculated total energy	-265.441239	hartree
energy above the lowest of the compared OMol25 structures with the same formula, charge and spin	2.5669	eV

=====

[8]
The following is a DFT calculation (ωB97M-V with the def2-TZVPD basis set) of a cluster of 2 separate species, C4H6N2 in total at a distorted geometry.

Geometry as XYZ:
```
12
Properties=species:S:1:pos:R:3:mulliken_charge:R:1
H -1.8610 0.7007 1.4099 0.354
H -0.3671 -1.2464 -0.6119 0.332
N 4.4204 0.2348 -0.0397 -0.339
H -2.0661 -1.0895 -0.4700 0.319
C -1.2780 0.4059 0.4993 0.174
H 2.5957 -0.8479 -0.0318 0.225
C -1.1391 -0.9666 0.0623 -1.167
C -0.0750 1.2466 0.1328 -0.332
C 3.3785 -0.1737 -0.0793 0.108
N -1.1695 1.4927 -0.4577 -0.181
H -0.9687 -1.6189 0.9193 0.282
H -1.4702 1.8621 -1.3332 0.225
```

HOMO-LUMO gap	10.00	eV
calculated total energy	-265.353465	hartree
energy above the lowest of the compared OMol25 structures with the same formula, charge and spin	4.9554	eV

=====

[9]
The following is a DFT calculation (ωB97M-V with the def2-TZVPD basis set) of the molecule C4H6N2 at a distorted geometry.

Geometry as XYZ:
```
12
Properties=species:S:1:pos:R:3:mulliken_charge:R:1
N 1.5756 0.6523 0.1927 -0.250
N -1.9920 0.0426 -0.0415 -0.602
H 2.0018 -1.9254 0.3760 0.254
H -0.0471 2.0742 -0.0064 0.338
H -2.3278 0.5174 -0.8681 0.262
C 0.2906 1.0362 0.0640 -0.411
H 2.1822 1.5016 0.0964 0.246
C -0.5788 -0.0122 -0.0596 0.204
C 0.1299 -1.2126 -0.1706 -0.124
H -2.3018 0.5516 0.7777 0.266
C 1.4850 -1.0736 -0.1322 -0.553
H -0.4176 -2.1520 -0.2282 0.369
```

HOMO-LUMO gap	8.99	eV
calculated total energy	-265.432802	hartree
energy above the lowest of the compared OMol25 structures with the same formula, charge and spin	2.7965	eV

=====

[10]
The following is a DFT calculation (ωB97M-V with the def2-TZVPD basis set) of the molecule C4H6N2 at a distorted geometry.

Geometry as XYZ:
```
12
Properties=species:S:1:pos:R:3:mulliken_charge:R:1
H 1.7941 -1.3900 0.8280 0.353
H -1.5277 1.3459 0.6159 0.362
H 0.9835 -1.3114 -0.7582 0.382
H 0.0928 -1.8565 0.6826 0.302
N 0.5988 1.5061 -0.0116 -0.548
N -1.7483 -0.5238 -1.9827 -0.423
C 0.8578 -1.1592 0.3143 -1.272
H 0.3562 0.4209 1.7251 0.281
C -1.2936 0.1309 -1.1405 0.115
H 0.2697 1.7512 -0.9481 0.343
C 0.4000 0.2356 0.6493 0.352
C -0.7835 0.8502 0.0259 -0.248
```

HOMO-LUMO gap	11.08	eV
calculated total energy	-265.424867	hartree
energy above the lowest of the compared OMol25 structures with the same formula, charge and spin	3.0124	eV

=====

[11]
The following is a DFT calculation (ωB97M-V with the def2-TZVPD basis set) of a cluster of 2 separate species, C4H6N2 in total.

Geometry as XYZ:
```
12
Properties=species:S:1:pos:R:3:mulliken_charge:R:1
C 2.4492 0.4922 -2.6219 0.272
H -2.8802 -0.7723 2.7237 0.268
C -2.6205 -0.1294 1.8870 -0.758
C -1.2169 -0.2932 1.5254 0.330
H 2.4367 -0.9499 -1.1024 0.276
N 2.7713 0.8569 -3.6612 -0.356
H 0.9191 -0.0431 -1.3124 0.207
H -2.8114 0.9062 2.1644 0.261
C 2.0033 0.0217 -1.3236 -0.674
H -3.2503 -0.3763 1.0339 0.257
N -0.1160 -0.4309 1.2343 -0.352
H 2.3156 0.7181 -0.5472 0.270
```

HOMO-LUMO gap	11.95	eV
calculated total energy	-265.507742	hartree
energy above the lowest of the compared OMol25 structures with the same formula, charge and spin	0.7573	eV

=====

[12]
The following is a DFT calculation (ωB97M-V with the def2-TZVPD basis set) of the molecule C4H6N2 at a distorted geometry.

Geometry as XYZ:
```
12
Properties=species:S:1:pos:R:3:mulliken_charge:R:1
H -0.2427 -0.6521 1.4112 0.376
H -0.4317 1.7067 -0.5577 0.259
C -1.7854 0.1009 -0.7837 0.322
C -0.9068 0.9271 0.0453 -0.618
H 2.0409 -0.1216 1.3169 0.253
H 1.0117 -0.4187 -1.4191 0.245
N -2.3351 -0.7024 -1.4069 -0.416
C 1.0217 -0.7129 -0.3715 -0.428
H -1.4743 1.4237 0.8371 0.278
N 1.5349 0.3128 0.5488 -0.626
C 0.1280 -0.0471 0.5866 0.080
H 1.2465 -1.7585 -0.1858 0.275
```

HOMO-LUMO gap	11.12	eV
calculated total energy	-265.475222	hartree
energy above the lowest of the compared OMol25 structures with the same formula, charge and spin	1.6422	eV

=====

HOMO energy: -10.10 -8.13 -9.09 -8.95 -8.73 -9.43 -9.30 -9.11 -7.96 -10.13 -11.43 -10.21 (eV)